No. 1
Formula: C20H38I2PSn
Source: the OMol25 dataset
Level of theory: wB97M-V/def2-TZVPD

## Properties
Net charge: +1
Electronic energy: -1935.714992 Eh
Strongest force on any atom: 0.0095 Eh/bohr
2S+1: 1
LUMO: -4.525 eV

Atoms and positions in Å:
Sn  -0.459722  0.095010  0.385463
C  -1.496547  0.668811  2.531153
C  -1.497562  -0.767180  2.523725
C  -2.410683  -1.168980  1.469043
C  -2.913409  0.029159  0.891456
C  -2.374207  1.169462  1.541201
C  -2.781069  2.608069  1.302280
C  -4.166192  2.806477  1.941188
C  -2.870868  2.901654  -0.199765
C  -1.781317  3.571456  1.943456
C  -2.856439  -2.534005  0.921716
C  -3.499314  -3.396051  2.018760
C  -1.702161  -3.287689  0.235830
C  -3.928729  -2.335628  -0.160201
C  -0.800520  -1.510875  3.669030
C  -1.848264  -1.757724  4.768712
C  0.303209  -0.625325  4.271366
C  -0.121248  -2.826461  3.277594
H  -1.009686  1.279613  3.273617
H  -3.681225  0.076149  0.134883
H  -4.908213  2.147998  1.484802
H  -4.496183  3.837951  1.805334
H  -4.136016  2.595307  3.012207
H  -3.581048  2.241563  -0.702477
H  -1.894771  2.787215  -0.681569
H  -3.201647  3.928457  -0.362047
H  -1.733227  3.443828  3.026787
H  -2.084331  4.600702  1.747933
H  -0.776644  3.434074  1.533706
H  -2.791254  -3.733091  2.769449
H  -3.939137  -4.284894  1.562999
H  -4.298401  -2.847655  2.522568
H  -0.841722  -3.431058  0.879557
H  -1.378241  -2.742715  -0.656024
H  -2.046104  -4.270447  -0.092577
H  -4.826490  -1.856379  0.236812
H  -4.219984  -3.312919  -0.545977
H  -3.556896  -1.749966  -1.004049
H  -2.256912  -0.810179  5.126937
H  -1.379858  -2.266333  5.614186
H  -2.676779  -2.369893  4.419086
H  -0.094222  0.259544  4.769661
H  1.022931  -0.304880  3.512219
H  0.845012  -1.197267  5.024932
H  -0.819367  -3.598140  2.971559
H  0.426388  -3.211976  4.138990
H  0.600462  -2.669867  2.471087
C  4.032067  1.509770  -0.788538
P  2.604498  0.430792  -0.418561
C  3.209687  -0.487359  1.052597
C  2.752772  -0.856720  -1.713452
H  4.949982  0.924799  -0.871915
H  4.148911  2.251914  0.000661
H  3.855152  2.035028  -1.726629
H  4.175809  -0.956654  0.857528
H  2.498035  -1.269636  1.327587
H  3.309667  0.193329  1.899069
H  3.736091  -1.329202  -1.674635
H  2.609370  -0.407172  -2.696954
H  1.988949  -1.625313  -1.578195
I  -1.214610  0.291790  -3.095035
I  0.119027  -0.054888  -5.369026

Cartesian forces, eV/Å:
Sn -0.32 -0.15 0.34
C -0.15 0.03 0.07
C -0.02 -0.01 -0.03
C 0.09 -0.06 -0.09
C -0.16 0.09 0.08
C 0.02 0.08 -0.12
C -0.01 0.02 0.00
C 0.01 -0.01 0.02
C -0.01 -0.04 0.03
C -0.01 -0.03 0.02
C 0.02 -0.03 0.00
C 0.00 0.03 -0.02
C -0.08 0.06 0.03
C -0.06 0.00 0.03
C 0.10 -0.01 -0.06
C 0.01 0.01 0.02
C 0.00 0.02 0.03
C -0.04 0.04 -0.04
H 0.14 -0.01 -0.15
H 0.17 -0.02 -0.08
H 0.02 0.02 0.01
H 0.01 -0.02 0.00
H 0.00 0.01 -0.03
H 0.01 0.02 0.01
H 0.01 0.02 -0.01
H 0.00 -0.02 0.00
H 0.00 0.01 -0.03
H 0.01 -0.02 0.00
H 0.00 0.01 0.00
H 0.05 0.01 0.03
H 0.01 0.01 0.01
H 0.02 -0.02 -0.01
H 0.07 -0.01 0.08
H 0.01 0.00 -0.02
H 0.00 0.02 0.02
H 0.03 -0.01 -0.02
H 0.00 0.02 0.00
H -0.01 -0.03 0.00
H 0.01 -0.03 -0.01
H -0.01 0.02 -0.02
H 0.01 -0.02 -0.01
H 0.03 -0.04 -0.01
H 0.01 -0.01 0.02
H -0.01 0.02 -0.01
H -0.05 -0.03 -0.05
H -0.02 0.00 -0.02
H 0.01 -0.01 0.00
C -0.02 -0.07 -0.02
P 0.08 0.08 0.09
C 0.03 0.02 -0.09
C 0.03 0.06 0.04
H 0.01 0.03 0.00
H 0.00 0.00 0.00
H 0.02 0.01 0.00
H 0.00 0.00 0.03
H 0.00 -0.02 0.01
H 0.01 -0.01 0.00
H -0.01 -0.02 -0.04
H -0.01 -0.01 0.00
H 0.00 0.00 0.00
I -0.01 0.00 -0.12
I -0.02 0.01 0.11

No. 2
Formula: C32H72F6O20P4Pb
Source: the OMol25 dataset
Level of theory: wB97M-V/def2-TZVPD

## Properties
Net charge: 0
Electronic energy: -4925.017307 Eh
Strongest force on any atom: 0.0972 Eh/bohr
2S+1: 1
LUMO: 0.532 eV
Energy relative to the best compared isomer or geometry (same formula, charge and spin): 0.0 kJ/mol

Atoms and positions in Å:
Pb  0.203594  0.418602  -0.137241
C  3.094344  1.329042  2.150039
O  3.395404  -0.103528  1.848009
O  2.097424  1.737212  1.143209
C  2.919614  1.653622  3.670729
F  1.717004  1.583322  4.225569
F  3.738244  0.966762  4.426609
F  3.313464  2.883482  3.904759
C  4.820974  -0.521868  2.143739
C  5.378234  -1.657078  1.289769
H  6.322314  -1.930348  1.761089
H  4.749524  -2.540838  1.181239
H  5.627334  -1.285348  0.295859
H  4.874584  -0.791898  3.198399
H  5.571314  0.268492  2.123249
H  4.046644  1.751062  1.828909
C  -3.425176  -0.026278  -1.387241
O  -3.727206  -1.242878  -2.102521
O  -2.073296  -0.146498  -0.898721
C  -4.079236  1.268722  -2.080511
F  -5.013966  1.923872  -1.470051
F  -3.124556  2.125742  -2.437741
F  -4.579846  1.052132  -3.331501
C  -4.701926  -2.193368  -1.708491
C  -4.966316  -3.084478  -2.933541
H  -5.727746  -3.819178  -2.671751
H  -5.209686  -2.516368  -3.831381
H  -4.015786  -3.516988  -3.245861
H  -5.686996  -1.770098  -1.512041
H  -4.419086  -2.748708  -0.814231
H  -4.019636  -0.125418  -0.479011
C  -0.539496  4.159692  2.723009
C  0.469514  4.844892  1.696159
O  -0.419546  5.246962  0.701449
P  -0.721096  4.192992  -0.536021
O  -0.262086  2.771472  -0.354091
O  0.099314  4.982722  -1.642581
C  0.063944  4.434622  -2.974721
C  -0.204476  5.588632  -3.894291
O  -2.315936  4.439972  -0.868521
C  -2.922336  5.652442  -1.219181
C  -3.884856  5.510822  -2.401551
H  -1.276506  3.507032  2.255079
H  -0.021386  3.461012  3.379889
H  -1.085616  5.025682  3.097049
H  0.962644  5.741342  2.072069
H  1.207654  4.203952  1.214049
H  1.048484  4.076692  -3.275851
H  -0.648906  3.615802  -3.072091
H  0.577604  6.245802  -4.274541
H  -0.620276  5.140922  -4.796941
H  -0.986116  6.238222  -3.500391
H  -3.317156  6.073492  -0.294551
H  -2.131586  6.399952  -1.282881
H  -4.552156  4.672582  -2.201151
H  -4.559896  6.361602  -2.494281
H  -3.377116  5.462792  -3.364871
C  -4.253876  3.249552  2.577399
C  -3.625856  1.959532  2.558969
O  -2.520996  1.775902  3.363209
P  -1.745766  0.326152  3.472059
O  -0.990806  0.056122  2.194609
O  -2.838146  -0.749878  3.803159
C  -2.501106  -2.138108  3.658949
C  -2.632916  -2.592758  2.161009
O  -0.838576  0.396792  4.842109
C  -1.340076  0.663022  6.138389
C  -0.642216  -0.433588  7.023679
H  -4.811386  3.404722  3.501089
H  -3.508846  4.044102  2.535809
H  -4.966796  3.271452  1.753159
H  -4.386956  1.203692  2.752699
H  -3.209046  1.822422  1.561189
H  -1.484236  -2.251508  4.034719
H  -3.197006  -2.664238  4.312409
H  -2.427266  -1.794848  1.447459
H  -2.028786  -3.485978  2.001979
H  -3.665956  -2.709648  1.833489
H  -1.141696  1.700102  6.408959
H  -2.413076  0.475482  6.178399
H  -0.951246  -1.412038  6.655929
H  0.428134  -0.375188  7.221239
H  -0.982286  -0.374148  8.057569
C  1.708284  -0.644038  -6.952061
C  1.905864  -0.735828  -5.431221
O  2.021404  0.551852  -4.811771
P  2.471744  0.675402  -3.286701
O  1.345404  0.741392  -2.311811
O  3.513644  -0.559108  -3.054921
C  3.201174  -1.738538  -2.309791
C  3.941694  -2.967708  -2.663521
O  3.390394  1.980062  -3.334191
C  3.779934  2.660232  -2.146251
C  4.613514  1.756602  -1.292541
H  2.442254  -0.038728  -7.484041
H  1.791344  -1.698358  -7.215881
H  0.698214  -0.373278  -7.259541
H  1.143394  -1.350788  -4.953141
H  2.842344  -1.293118  -5.407811
H  3.376424  -1.466048  -1.269051
H  2.140394  -1.978328  -2.382851
H  3.997224  -3.031768  -3.750221
H  4.973264  -2.948868  -2.311931
H  3.504234  -3.888438  -2.277531
H  4.219704  3.639502  -2.335271
H  2.864284  2.923112  -1.616561
H  5.380214  1.271332  -1.896511
H  5.076534  2.362812  -0.513941
H  3.967994  1.073832  -0.740061
C  1.747324  -6.536888  -1.258111
C  1.539334  -5.907268  0.100219
O  1.792784  -4.398448  -0.170521
P  0.656724  -3.397768  0.384059
O  0.662994  -2.021858  -0.205581
O  -0.714096  -4.113188  -0.130061
C  -1.376106  -3.770788  -1.377461
C  -1.820896  -5.120218  -2.073801
O  0.647564  -3.568078  2.000509
C  1.663904  -2.776958  2.610469
C  1.629184  -3.266828  4.020899
H  1.099804  -6.211088  -2.072161
H  2.780974  -6.344448  -1.545561
H  1.739874  -7.623168  -1.168371
H  0.508404  -6.168728  0.338809
H  2.160474  -6.461528  0.803839
H  -2.198436  -3.100608  -1.127001
H  -0.717066  -3.206948  -2.037651
H  -2.287946  -4.913018  -3.036631
H  -1.025926  -5.835018  -2.286381
H  -2.515496  -5.662308  -1.432111
H  2.577514  -3.053958  2.084459
H  1.394224  -1.720888  2.601869
H  0.567534  -3.160638  4.243909
H  1.929674  -4.302058  4.182419
H  2.241444  -2.640688  4.669889

Cartesian forces, eV/Å:
Pb -0.36 0.38 0.65
C -1.54 -0.61 -4.72
O 1.88 -0.19 1.03
O 1.95 -0.97 3.60
C -0.57 0.29 -1.17
F -1.06 -0.75 -0.34
F 1.13 -2.28 0.88
F 0.39 2.63 -0.55
C -1.49 -0.04 0.69
C -0.29 0.64 -0.21
H 0.02 -0.23 -0.01
H -0.10 0.08 0.19
H -0.11 -0.07 -0.16
H -0.34 -0.39 0.09
H -0.45 0.75 -0.58
H 0.16 0.86 0.65
C 0.92 -2.34 3.29
O 0.19 0.62 -1.15
O -2.38 1.57 -1.88
C 2.85 -1.15 -3.59
F -1.05 0.33 1.97
F 1.54 1.26 1.18
F -1.11 -1.59 -0.05
C -0.71 0.75 -1.08
C 1.15 0.19 0.36
H 0.13 -0.16 -0.32
H -0.61 0.34 0.38
H -0.07 -0.64 0.28
H -0.02 0.66 0.41
H 0.31 -0.21 0.05
H -0.59 0.36 0.39
C 1.80 0.29 -0.81
C -0.85 -1.83 1.16
O -1.81 -0.43 -3.66
P -0.26 1.40 1.26
O -1.58 2.68 -0.32
O -0.24 -0.88 0.14
C 1.11 0.90 -0.50
C -1.56 0.16 -1.29
O 2.58 -2.59 0.60
C 0.52 1.89 0.60
C 0.02 0.36 0.69
H 0.32 0.23 -0.67
H -0.04 0.65 0.76
H 0.04 -0.39 0.90
H -0.15 -0.10 0.26
H 0.20 -0.43 0.72
H 0.12 -0.50 0.62
H -0.15 0.15 0.07
H 0.56 -0.36 0.69
H -0.16 0.09 -0.28
H -0.07 -0.04 0.10
H -1.20 -0.46 0.02
H 0.23 0.15 -1.26
H 0.30 -0.28 -0.34
H 0.18 0.32 0.33
H 0.08 -0.52 0.14
C -0.67 2.19 1.18
C -0.07 -2.55 -2.56
O 2.17 -1.90 3.27
P 1.29 1.94 -0.92
O -0.64 0.16 2.59
O -0.76 0.72 0.13
C -0.15 -0.36 -1.50
C -0.49 0.66 0.74
O -0.75 0.40 -3.31
C 0.66 -1.55 1.03
C -0.86 0.93 0.79
H -0.13 0.10 0.11
H -0.17 0.18 -0.41
H 0.15 0.30 -0.07
H 0.08 -0.35 -0.04
H -0.47 -0.37 -0.57
H 0.05 -0.33 -0.10
H 0.13 -0.05 -0.07
H 1.22 0.13 0.24
H -0.21 0.13 -0.24
H -0.37 -0.82 0.72
H 0.17 -0.13 0.05
H -0.09 0.12 0.00
H 0.29 0.02 -0.11
H 0.16 0.21 -1.07
H -0.66 0.09 0.06
C -1.00 -0.42 0.66
C 0.60 -0.14 -1.29
O 0.37 0.03 0.64
P 0.65 -0.33 0.38
O 1.09 -0.17 -1.05
O -0.48 1.13 -1.02
C -1.59 0.37 1.76
C 1.51 -0.24 -1.04
O -0.64 -0.93 -1.32
C -1.02 0.25 1.28
C 0.28 0.47 0.62
H 0.05 -0.11 0.28
H 0.24 0.00 -0.56
H 0.04 0.38 0.13
H -0.22 0.23 0.00
H 0.25 0.25 0.89
H -0.11 -0.14 0.21
H -0.20 0.36 -0.08
H -0.04 -0.28 -0.15
H 0.11 0.10 0.02
H -0.35 0.32 0.10
H 0.39 -0.38 -0.87
H -0.16 -0.13 0.29
H -0.02 -0.15 0.19
H 0.24 0.02 0.01
H 0.06 -0.37 -0.19
C 1.38 -0.29 -0.15
C -0.80 0.20 -2.08
O -0.57 -1.36 1.68
P -2.44 -0.41 -1.37
O 1.31 -1.86 1.00
O 1.18 0.06 1.26
C 0.05 -1.18 -0.60
C 0.06 0.98 0.70
O -1.34 -0.13 -3.20
C 0.72 -0.54 0.66
C 0.09 0.34 0.66
H -0.12 0.09 0.38
H 0.07 0.22 -0.30
H -0.45 -0.12 0.04
H -0.13 1.07 0.51
H 0.55 1.24 0.36
H -0.08 -0.20 -0.15
H 0.16 -0.02 0.14
H -0.16 0.14 0.14
H 0.41 0.39 0.18
H -0.22 0.17 -0.04
H 0.38 0.75 0.14
H 0.33 0.01 -0.48
H 0.09 -0.10 0.76
H -0.03 -0.02 -0.35
H -0.17 0.10 0.08

No. 3
Formula: C28H25N3O4S2
Source: the OMol25 dataset
Level of theory: wB97M-V/def2-TZVPD

## Properties
Net charge: 0
Electronic energy: -2343.625731 Eh
Strongest force on any atom: 0.0281 Eh/bohr
2S+1: 1
LUMO: -0.627 eV
Energy relative to the best compared isomer or geometry (same formula, charge and spin): 0.0 kJ/mol

Atoms and positions in Å:
O  1.504563  5.545611  -0.123298
C  1.115659  4.406780  -0.086405
N  -0.229645  4.119879  0.051442
C  -0.822068  2.905937  0.278826
N  -2.018361  2.631030  -0.115788
C  -2.411860  1.383424  0.245597
C  -1.464761  0.662323  0.944634
C  -1.464625  -0.728433  1.412053
O  -0.945151  -1.053833  2.461325
C  -2.089818  -1.722664  0.500900
C  -2.089276  -1.556674  -0.882009
C  -2.653551  -2.523316  -1.692266
C  -3.220627  -3.658058  -1.133995
C  -3.202993  -3.839117  0.239553
C  -2.630686  -2.881013  1.053590
H  -2.600577  -3.006212  2.125707
H  -3.632971  -4.728977  0.674116
H  -3.668113  -4.405618  -1.771781
H  -2.650756  -2.392386  -2.763950
H  -1.632987  -0.682559  -1.322783
S  -0.050769  1.635885  1.218601
C  -3.752619  0.922137  -0.097115
C  -4.464497  0.086346  0.760795
C  -5.718318  -0.368826  0.401996
C  -6.278810  0.012298  -0.806448
C  -5.588113  0.867566  -1.649374
C  -4.333016  1.325357  -1.297341
H  -3.783819  1.990355  -1.945681
H  -6.029916  1.177412  -2.584726
H  -7.257844  -0.347890  -1.084790
H  -6.263224  -1.018926  1.069929
H  -4.040168  -0.187857  1.715220
H  -0.864183  4.904818  -0.053828
C  1.968615  3.188970  -0.230368
C  1.761450  2.359529  -1.332576
C  2.444506  1.162595  -1.427369
C  3.312423  0.798424  -0.414377
C  3.577794  1.642551  0.645392
C  2.915007  2.857132  0.731511
H  3.091850  3.525103  1.560188
H  4.275753  1.322409  1.402736
S  4.001281  -0.859752  -0.462972
O  4.625923  -1.123930  0.803636
O  4.792547  -1.020978  -1.646374
N  2.576274  -1.705820  -0.704692
C  1.672980  -1.691497  0.426815
C  2.020172  -2.735630  1.484371
C  2.099415  -4.114827  0.835548
C  3.118348  -4.080812  -0.302253
C  2.721544  -3.011278  -1.318354
H  3.480643  -2.904700  -2.094151
H  1.762074  -3.265038  -1.783808
H  4.103191  -3.832388  0.098115
H  3.177695  -5.051339  -0.797593
H  2.387607  -4.861896  1.576681
H  1.117328  -4.390046  0.439598
H  2.985885  -2.479953  1.922294
H  1.259301  -2.711195  2.265511
H  1.703305  -0.688481  0.857657
H  0.664417  -1.874868  0.037557
H  2.294593  0.486468  -2.253273
H  1.051819  2.647282  -2.094656

Cartesian forces, eV/Å:
O 0.17 0.12 0.02
C -0.07 -0.15 0.02
N -0.25 0.73 -0.15
C 0.40 -1.22 0.66
N -0.20 0.77 -0.42
C 0.70 -0.64 0.65
C 0.04 0.74 -0.04
C -0.10 -0.07 -0.12
O 0.07 0.03 -0.01
C 0.05 -0.55 -0.05
C 0.07 -0.04 0.16
C -0.02 -0.04 -0.11
C 0.00 0.00 -0.05
C -0.04 -0.06 0.05
C 0.10 0.16 0.01
H 0.01 -0.02 0.10
H -0.05 -0.07 0.04
H -0.04 -0.06 -0.06
H 0.00 0.01 -0.09
H 0.00 0.09 -0.02
S -0.85 0.17 -0.25
C -0.43 0.02 -0.07
C 0.02 0.19 -0.09
C -0.07 -0.09 0.03
C -0.04 -0.02 0.00
C -0.05 0.00 -0.09
C 0.10 -0.04 0.12
H 0.04 0.08 -0.07
H -0.03 0.02 -0.08
H -0.09 -0.02 -0.02
H -0.05 -0.06 0.06
H 0.00 -0.01 0.09
H 0.13 -0.08 0.01
C 0.49 -0.02 -0.14
C 0.22 0.02 0.05
C -0.09 0.17 -0.17
C 0.09 -0.43 0.12
C 0.13 -0.14 0.08
C -0.14 0.16 -0.23
H 0.03 0.05 0.11
H 0.05 0.00 0.15
S -0.44 0.16 -0.26
O -0.19 0.16 0.14
O -0.08 0.00 -0.21
N 0.88 0.70 -0.01
C -0.22 0.10 0.70
C -0.20 -0.07 -0.10
C 0.26 0.08 0.10
C -0.31 -0.02 -0.08
C 0.49 -0.46 -0.31
H -0.16 -0.18 -0.10
H 0.05 0.07 0.01
H 0.08 -0.09 -0.01
H 0.07 0.00 -0.03
H -0.08 -0.05 -0.01
H -0.06 -0.08 0.01
H -0.05 -0.02 0.09
H 0.01 0.03 0.03
H -0.22 -0.05 0.04
H 0.07 0.07 0.00
H -0.11 -0.03 -0.13
H -0.10 -0.01 -0.06

> Look up the electronic energy of the first one.

-1935.714992 Eh